No. 1
Below is a 4-piece molecular cluster, C4H16N2O2 overall in a non-equilibrium geometry, with properties calculated with ωB97M-V/def2-TZVPD.

Geometry as XYZ:
```
24
Properties=species:S:1:pos:R:3:nbo_charge:R:1
C 2.4228 0.8698 -0.6836 -0.407
N 3.2938 -0.1642 -0.2641 -0.707
C -2.9239 0.6099 0.6772 -0.630
C -1.4660 0.3023 1.0207 -0.272
N -1.1267 -1.0513 0.7251 -0.312
C -0.9784 -1.2462 -0.6554 -0.446
H 2.1064 1.3819 0.2206 0.204
H 1.5489 0.5132 -1.2900 0.244
H 2.9476 1.6327 -1.2524 0.203
H 2.7375 -0.5310 0.5079 0.408
H -3.5713 -0.2660 0.5191 0.222
H -2.9755 1.3144 -0.1529 0.224
H -0.8033 0.9466 0.3730 0.314
H -1.2838 0.4684 2.0752 0.212
H -0.0944 -1.2524 1.1819 0.454
H -1.6792 -0.6560 -1.2244 0.215
H 0.0854 -0.8819 -0.8731 0.293
H -0.9748 -2.2926 -0.9394 0.227
H 3.3435 -0.8892 -0.9483 0.348
H 1.8711 -2.0564 1.6563 0.459
O 1.3723 -1.4169 1.1416 -1.045
H -3.3660 1.1618 1.5045 0.226
H -0.4743 1.8688 -2.0735 0.433
O -0.0117 1.6343 -1.2462 -0.867
```

DFT total energy = -421.687190 hartree
max |F| = 2.58 eV/A
highest occupied orbital energy = -8.573 eV
gap between HOMO and LUMO = 0.1684 Eh
energy relative to the best compared isomer or geometry (same formula, charge and spin) = 8.279 eV
molecular weight = 124.184 g/mol
LUMO energy = -3.99 eV

No. 2
Below is a 3-piece molecular cluster, C4H16N2O2 overall in a non-equilibrium geometry, with properties calculated with ωB97M-V/def2-TZVPD.

Geometry as XYZ:
```
24
Properties=species:S:1:pos:R:3:nbo_charge:R:1
C -1.3267 -1.0552 -2.0678 -0.629
C -1.1088 -0.3139 -0.7317 -0.024
N -0.0742 -0.9526 0.0905 -0.894
C -0.7895 1.2365 -0.9558 -0.439
C -0.8752 1.9448 0.3677 -0.232
N 0.2665 1.7543 1.2759 -0.863
H -2.3452 -0.7453 -2.3614 0.215
H -0.5889 -0.7842 -2.8221 0.206
H -1.2533 -2.1473 -2.0326 0.216
H -1.9786 -0.4420 -0.0810 0.173
H 0.4085 -0.3221 0.7150 0.385
H 0.5148 -1.5670 -0.4500 0.349
H -1.4157 1.4773 -1.8199 0.222
H 0.2235 1.1847 -1.4130 0.210
H -1.1011 3.0228 0.3237 0.170
H -1.8316 1.6702 0.7952 0.190
H -0.0087 2.3516 2.0422 0.370
H 1.1739 1.9358 0.8757 0.375
O 0.9554 -2.0606 3.9483 -0.943
H 0.4395 -1.9152 3.1485 0.477
H 1.7144 -1.4787 3.8733 0.466
O 2.9723 -0.5992 -0.9567 -0.964
H 3.5438 -1.1348 -1.5035 0.482
H 2.4849 -1.0600 -0.2603 0.482
```

DFT total energy = -421.948771 hartree
max |F| = 3.20 eV/A
highest occupied orbital energy = -8.629 eV
gap between HOMO and LUMO = 0.3412 Eh
energy relative to the best compared isomer or geometry (same formula, charge and spin) = 1.161 eV
molecular weight = 124.184 g/mol
LUMO energy = 0.66 eV

No. 3
Below is a 3-piece molecular cluster, C4H16N2O2S2 overall in a non-equilibrium geometry, with properties calculated with ωB97M-V/def2-TZVPD.

Geometry as XYZ:
```
26
Properties=species:S:1:pos:R:3:nbo_charge:R:1
C -2.8516 -1.3957 -0.4698 -0.432
N -1.5711 -1.9933 -0.0296 -0.627
C -1.3456 -1.8153 1.3924 -0.220
C -0.7364 -0.4614 1.8269 -0.064
N -1.3719 0.7040 1.2685 -0.868
C 0.7548 -0.5298 1.4380 -0.568
S 1.7402 0.9854 1.5071 0.091
S 1.6422 1.9449 -0.2926 -0.143
H -3.0294 -0.4104 -0.1011 0.214
H -2.8739 -1.3269 -1.5600 0.199
H -3.6737 -2.0417 -0.1544 0.170
H -1.7575 -2.9865 -0.1191 0.351
H -0.6046 -2.5489 1.7145 0.193
H -2.2765 -1.9584 1.9623 0.170
H -0.8290 -0.3917 2.9131 0.195
H -1.3502 0.7314 0.2636 0.374
H -1.1740 1.5687 1.7404 0.381
H 0.9047 -1.0247 0.4869 0.232
H 1.3075 -1.1395 2.1621 0.219
H 2.6325 1.3197 -0.9532 0.129
O 1.0300 -1.0872 -2.0296 -0.946
H 0.3464 -1.3929 -2.6378 0.483
H 1.1590 -1.8386 -1.4402 0.464
O -0.6330 0.7220 -3.6466 -0.957
H 0.1629 1.2193 -3.4177 0.484
H -1.3876 1.3122 -3.7117 0.474
```

DFT total energy = -1218.340113 hartree
max |F| = 1.38 eV/A
highest occupied orbital energy = -8.606 eV
gap between HOMO and LUMO = 0.3350 Eh
energy relative to the best compared isomer or geometry (same formula, charge and spin) = 0.839 eV
molecular weight = 188.318 g/mol
LUMO energy = 0.51 eV

No. 4
Below is C4H16N4O17V as an isolated structure in a non-equilibrium geometry, with properties calculated with ωB97M-V/def2-TZVPD.

Geometry as XYZ:
```
42
Properties=species:S:1:pos:R:3:mulliken_spin:R:1
O 25.6357 10.2254 -13.3096 -0.291
V 26.4902 10.7933 -14.5553 1.234
N 28.4938 11.9982 -17.1002 0.002
O 28.4150 12.1544 -18.3160 0.000
O 29.3938 12.5645 -16.5189 0.000
O 27.7030 11.3503 -16.4291 0.001
N 29.8028 9.8126 -14.1746 0.001
O 28.6218 9.9321 -13.8463 0.001
O 30.5207 10.8000 -14.1050 -0.002
O 30.2661 8.7940 -14.6564 0.001
N 24.3334 13.4941 -14.8881 -0.001
O 23.6257 13.9102 -15.7160 0.000
O 25.0940 12.5186 -15.1550 0.016
O 24.4094 13.9983 -13.7771 0.001
N 27.9477 13.6216 -13.2299 0.001
O 29.1006 13.6808 -13.4544 0.000
O 27.3843 14.6758 -12.9227 0.000
O 27.3989 12.5230 -13.4032 0.007
C 24.2434 9.9019 -17.1595 0.003
O 24.4514 9.9031 -15.7025 0.011
H 24.0713 8.8594 -17.4271 0.001
H 23.4674 10.4855 -17.6551 0.000
H 25.1869 10.2999 -17.5328 -0.001
H 23.7258 9.4241 -15.2956 0.002
C 27.4768 10.7217 -10.4580 -0.001
O 26.5231 11.6719 -10.4002 0.000
H 27.1957 9.7618 -10.8913 0.000
H 28.2831 11.1268 -11.0696 0.000
H 27.8386 10.6043 -9.4365 0.000
H 26.9790 12.4393 -10.0467 0.000
C 26.9785 7.3614 -14.7995 0.002
O 26.9158 8.6777 -15.4205 0.011
H 27.9494 6.9124 -15.0088 0.000
H 26.6222 7.1824 -13.7851 0.000
H 26.4114 6.6715 -15.4244 0.001
H 27.2221 8.4362 -16.2977 0.001
C 23.5571 12.5263 -10.7349 0.000
O 22.6737 13.0561 -11.6596 0.000
H 23.0827 12.0176 -9.8957 0.000
H 24.2886 11.8989 -11.2441 -0.001
H 24.1802 13.3479 -10.3817 0.000
H 23.2462 13.4355 -12.3303 0.000
```

DFT total energy = -2603.604682 hartree
max |F| = 5.10 eV/A
2S+1 = 2
highest occupied orbital energy (alpha / beta) = -2.339 / -2.330 eV
gap between HOMO and LUMO (alpha / beta) = 0.2359 / 0.2360 Eh
molecular weight = 443.127 g/mol
total charge = -2
LUMO energy (alpha / beta) = 4.08 / 4.09 eV

No. 5
Below is a 2-piece molecular cluster, C4H16N6 overall in a non-equilibrium geometry, with properties calculated with ωB97M-V/def2-TZVPD.

Geometry as XYZ:
```
26
Properties=species:S:1:pos:R:3:nbo_charge:R:1
C -0.5240 1.7366 -2.2123 -0.430
C -1.7253 1.5735 0.0208 0.677
N -1.0290 2.1875 -0.9188 -0.526
N -2.3334 0.4091 -0.3298 -0.823
N -1.8723 2.1304 1.2103 -0.742
H -0.6150 3.0546 -0.5914 0.409
H -2.8803 0.2079 -1.1513 0.452
H -2.4906 -0.2085 0.4565 0.410
H -1.3970 3.0087 1.3980 0.432
H -2.4953 1.7503 1.8919 0.441
H 0.5653 1.9069 -2.2497 0.221
H -0.8540 2.2994 -3.0664 0.255
H -0.5448 0.6507 -2.2168 0.223
C 1.7776 -1.6592 2.3064 -0.460
C 1.2626 -1.5133 -0.0349 0.696
N 1.3774 -0.8531 1.1356 -0.554
N 0.5898 -2.6763 -0.1029 -0.753
N 1.4742 -0.8820 -1.1996 -0.775
H 1.8784 0.0253 1.0956 0.416
H 0.3057 -3.0856 0.7718 0.429
H -0.0090 -2.8016 -0.9095 0.433
H 2.2996 -0.2880 -1.2134 0.421
H 1.5056 -1.4164 -2.0570 0.431
H 2.1357 -2.6479 2.0612 0.230
H 0.9974 -1.7348 3.0686 0.233
H 2.6009 -1.1741 2.8369 0.255
```

DFT total energy = -490.007476 hartree
max |F| = 2.60 eV/A
highest occupied orbital energy = -17.667 eV
gap between HOMO and LUMO = 0.4097 Eh
energy relative to the best compared isomer or geometry (same formula, charge and spin) = 1.074 eV
molecular weight = 148.214 g/mol
total charge = +2
LUMO energy = -6.52 eV

No. 6
Below is a 4-piece molecular cluster, C4H16N8O4 overall in a non-equilibrium geometry, with properties calculated with ωB97M-V/def2-TZVPD.

Geometry as XYZ:
```
32
Properties=species:S:1:pos:R:3:nbo_charge:R:1
N 6.3687 -27.5507 -11.1831 -0.862
C 6.0981 -28.1782 -9.9964 0.768
N 6.4501 -27.4575 -8.8953 -0.845
O 5.6991 -29.3395 -9.9421 -0.663
H 6.3353 -26.5531 -11.2444 0.383
H 6.3574 -28.1162 -12.0116 0.403
H 6.2487 -27.8858 -8.0024 0.425
H 6.7118 -26.4940 -8.8764 0.388
N 12.6805 -25.5543 -3.0920 -0.823
C 12.2803 -26.0882 -4.2629 0.775
N 13.1045 -25.9269 -5.3352 -0.830
O 11.1245 -26.5234 -4.4477 -0.719
H 12.0869 -25.6378 -2.2897 0.427
H 13.6309 -25.2315 -3.0936 0.391
H 14.0206 -25.5377 -5.2011 0.383
H 12.7975 -26.1360 -6.2634 0.423
N 8.1883 -26.2538 -4.8029 -0.873
C 7.3607 -27.3166 -5.1232 0.775
N 8.0116 -28.5109 -5.0370 -0.866
O 6.2067 -27.1861 -5.5167 -0.700
H 7.7872 -25.3392 -4.7587 0.394
H 9.1659 -26.4559 -4.6551 0.419
H 8.8194 -28.6790 -4.4359 0.427
H 7.5969 -29.2956 -5.5025 0.396
N 11.7006 -29.0681 -3.1830 -0.839
C 10.8661 -30.1316 -3.2944 0.780
N 11.4392 -31.3454 -3.4717 -0.844
O 9.6381 -29.9688 -3.4421 -0.692
H 12.6574 -29.3206 -3.3630 0.373
H 11.3683 -28.1132 -3.2965 0.432
H 12.3004 -31.4772 -3.9712 0.386
H 10.7725 -32.0738 -3.6764 0.406
```

DFT total energy = -901.171388 hartree
max |F| = 3.56 eV/A
highest occupied orbital energy = -8.857 eV
gap between HOMO and LUMO = 0.3253 Eh
energy relative to the best compared isomer or geometry (same formula, charge and spin) = 0.833 eV
molecular weight = 240.224 g/mol
LUMO energy = 0.00 eV